(1)
25
Properties=species:S:1:pos:R:3:forces:R:3:lowdin_charge:R:1 method="wB97M-V/def2-TZVPD" e_tot_ha=-1359.0964 orbital_gap_ev=10.11 relative_energy_kcal_mol=3.43 homo_energy_ev=-9.36
Cl -1.32052 2.35068 3.02660 0.4519 0.2664 0.2687 0.56
Cl 1.09091 -3.60327 1.43175 0.6982 0.3128 0.0499 0.51
N 0.58420 -1.29743 -0.41457 0.9317 0.0714 0.5695 -0.04
N 1.70255 1.33161 -2.48750 -4.8990 -4.3148 3.4203 0.14
N -0.57754 0.57738 0.23578 -1.7899 2.4147 -2.4226 0.01
C 0.88955 0.63792 -1.89268 4.6188 4.7007 -2.9554 -0.11
C 1.78947 -1.09897 0.45930 -1.7978 -0.6240 1.2829 -0.25
C 2.41483 -2.44689 0.97640 -0.5963 0.4460 -1.4891 -0.54
C -1.35617 -0.61235 -1.65766 0.4657 1.7812 -2.7826 -0.03
C -2.02738 2.36363 1.42832 -2.2480 -1.7616 -1.5950 -0.65
C -0.02752 -0.10631 -0.99158 -2.8896 -0.9181 2.6444 -0.54
C -1.11443 1.99356 0.23505 -0.2984 -1.9479 0.0813 -0.24
H 2.53977 -0.60953 -0.13309 0.7033 0.7578 0.2624 0.09
H -0.11021 0.41537 1.05621 1.6417 -0.5368 1.9296 0.03
H 2.98837 -2.90526 0.11713 -0.5206 0.2778 1.2144 0.08
H -1.99264 0.19947 -2.13013 1.0192 -0.1418 0.8220 0.09
H -2.47321 3.31949 1.10828 0.4281 0.0247 0.8442 0.07
H 3.05107 -2.25175 1.85539 -0.2967 -0.2490 -0.5322 0.07
H -1.80877 2.10340 -0.61151 0.5160 0.0089 -0.0645 0.11
H -0.30301 2.69043 0.17220 0.3893 0.7202 -0.1869 0.10
H -2.05335 -1.06064 -0.95381 0.7711 -0.6753 -0.0410 0.09
H 0.70704 -2.00954 -1.11526 0.2026 -0.2038 -0.1184 0.11
H -1.05879 -1.10596 -2.61503 -0.4945 -0.7258 0.9569 0.09
H 1.42086 -0.52036 1.40771 1.0781 -0.8055 -1.8839 0.14
H -2.95509 1.64534 1.49267 1.9150 1.1217 -0.2748 0.11

***

(2)
9
Properties=species:S:1:pos:R:3:forces:R:3:lowdin_charge:R:1 method="wB97M-V/def2-TZVPD" e_tot_ha=-1273.1182 orbital_gap_ev=8.34 relative_energy_kcal_mol=21.10 homo_energy_ev=-8.24
S 3.01057 -0.44625 0.84771 -0.2952 -0.1162 0.9152 0.48
S 1.41149 1.98524 -0.09402 0.1888 -1.2617 -0.0869 0.63
S 2.34352 -0.69830 -1.05452 0.5074 -0.6665 -1.8566 0.50
C 0.12626 -0.52250 0.54957 -1.1916 0.3892 2.8022 -0.22
C 1.39180 0.05726 0.16990 1.5838 2.8817 -0.0080 -1.48
H 0.06732 -1.58586 0.39165 0.4413 -0.5852 0.7476 0.08
H 0.27672 2.41071 0.47080 -0.2140 -0.4241 0.2195 -0.17
H -0.58114 -0.18740 -0.14205 -1.3740 0.9577 -1.0324 0.05
H -0.18040 -0.11615 1.59651 0.3534 -1.1748 -1.7006 0.13

***

(3)
72
Properties=species:S:1:pos:R:3:forces:R:3:lowdin_charge:R:1 method="wB97M-V/def2-TZVPD" e_tot_ha=-2593.2849 charge=+1 orbital_gap_ev=8.02 relative_energy_kcal_mol=23.66 homo_energy_ev=-10.54
Cl -1.78755 0.29911 -1.81683 0.2115 -0.1152 -0.1104 0.33
Si -1.07367 -0.56183 -0.02055 -1.0655 -0.4939 1.0053 0.31
Si 1.83615 1.74469 -1.56241 0.4397 0.1277 -0.2073 0.71
Al -3.19616 -1.47520 0.87550 0.7860 0.8380 -0.8065 0.16
N -3.30289 -2.81897 -0.64356 -0.7323 -0.5601 -1.1494 0.04
N -4.53388 -0.38359 -0.17945 -0.4271 0.0357 -0.9278 0.02
C -2.83730 -1.91019 3.11975 -1.0799 -0.7031 -0.0910 -0.11
C 0.15693 -1.94955 -0.23419 0.3683 -0.6339 -0.4235 -0.33
C 0.64783 1.23375 3.27970 -0.1121 -0.0173 0.0152 -0.07
C 0.13342 -3.00903 0.71310 0.2509 0.2555 -0.2129 -0.11
C -4.40462 -2.42157 -1.64134 1.1214 -0.6285 -0.0047 -0.15
C -3.44327 -2.95554 2.31845 -0.3131 0.4640 1.2297 -0.16
C -4.95093 -1.19258 2.50288 0.2456 -0.9522 0.4443 -0.11
C -0.59776 0.68537 1.26034 0.4610 0.5683 0.3249 -0.37
C -5.30154 -1.33887 -1.08754 -0.2007 1.0470 0.5702 -0.16
C -4.75319 -2.48588 1.90559 -0.1844 -0.1147 1.5051 -0.16
C 2.23783 5.60410 -0.15021 0.3020 0.2173 0.1029 -0.09
C 3.22164 0.93658 -2.52409 0.0817 -0.5200 0.0408 -0.33
C 5.62155 -0.21327 -3.46666 -0.3988 -0.0216 0.2109 -0.08
C 3.75462 -0.21197 -1.92540 0.4568 -0.0102 -0.1483 -0.15
C -1.51068 1.71670 1.56651 0.3892 -0.3123 0.4201 -0.13
C 2.49857 3.40043 -1.10704 0.2291 0.9194 -0.4058 -0.33
C -1.37569 2.44971 2.74834 0.0440 0.0495 -0.1017 -0.08
C 1.17406 -1.96736 -1.20886 0.0932 -0.1322 0.4954 -0.10
C 3.82073 3.36292 -0.62330 -0.2362 0.2238 0.5102 -0.10
C -0.29720 2.21531 3.61214 -0.0032 -0.3180 -0.2688 -0.07
C 1.75944 4.59135 -0.98547 0.4803 -0.2526 0.5643 -0.10
C -3.77195 -0.83610 3.21503 -0.0246 -0.5282 -0.1567 -0.09
C 2.24269 -2.87025 -1.10165 -0.1552 -0.1908 0.0265 -0.08
C 4.28096 4.36012 0.23677 -0.1421 0.2018 -0.1507 -0.08
C 3.88677 1.49140 -3.63648 0.1862 -0.3235 0.3939 -0.09
C 4.92133 -0.80951 -2.41232 0.0723 0.1670 -0.1099 -0.09
C 2.26833 -3.83757 -0.09353 -0.4846 0.2979 -0.0725 -0.06
C 1.17626 -3.93927 0.77749 -0.0953 0.0737 -0.0205 -0.07
C 3.46891 5.46830 0.51558 -0.1699 -0.3506 -0.3000 -0.08
C 0.49618 0.45725 2.12163 -0.4318 0.3875 0.1177 -0.11
C 5.09880 0.94174 -4.06722 -0.1062 -0.0741 0.0151 -0.08
H 1.69835 1.11726 -0.22605 0.0576 -0.3969 -0.2501 0.00
H 3.48564 2.37952 -4.12773 0.1692 -0.1837 0.1451 0.11
H 3.27267 -0.63816 -1.03925 0.2982 0.3093 -0.4004 0.07
H -3.62959 0.07148 3.80234 0.0328 -0.2605 -0.3960 0.12
H 3.11896 -4.51285 0.00108 -0.2761 0.1453 -0.0579 0.11
H 1.64784 6.51051 0.00258 0.1752 -0.2580 -0.0829 0.10
H -4.04563 0.32389 -0.74125 0.0116 -0.3905 -0.0953 0.05
H 6.56308 -0.65162 -3.80908 -0.3509 0.2279 0.0601 0.11
H -6.11912 -1.77315 -0.50709 0.1968 0.1450 0.0707 0.12
H 1.22207 -0.33170 1.89610 -0.2566 0.3142 0.0632 0.11
H -3.46329 -3.77479 -0.31290 -0.1982 0.3530 0.0029 0.12
H 4.48463 2.53056 -0.87983 -0.3524 0.1508 0.2828 0.10
H -5.75444 -0.75565 -1.89630 0.0710 -0.2706 0.0408 0.13
H -1.89849 -2.00688 3.66688 -0.1943 0.2411 -0.5065 0.13
H 3.80812 6.22188 1.22997 -0.1596 -0.1729 -0.3124 0.10
H -0.20710 2.77785 4.54787 0.0112 -0.2005 -0.4509 0.11
H -0.70231 -3.09924 1.42105 0.4047 0.1453 -0.2084 0.08
H -4.99618 -3.30883 -1.88729 0.0722 0.2268 -0.0167 0.13
H 1.50388 1.05598 3.93862 -0.3415 0.0758 -0.2400 0.11
H -3.90587 -2.09019 -2.55656 -0.0613 -0.0001 0.2143 0.12
H -2.35427 1.91442 0.89640 0.2291 -0.0209 0.2131 0.09
H -5.90683 -0.65322 2.52508 0.6373 -0.0736 -0.3234 0.13
H 0.82142 4.71426 -1.52846 0.0781 -0.1053 0.3710 0.10
H 5.28805 -1.72553 -1.94192 0.0331 0.3194 -0.1483 0.10
H -5.52252 -3.10990 1.43299 0.4865 0.4392 0.1096 0.13
H 5.26587 4.25209 0.69596 -0.2675 0.1804 -0.1708 0.11
H 5.65150 1.42353 -4.87373 -0.1811 -0.1577 0.1328 0.11
H 0.50605 1.67159 -2.17329 -0.0989 0.2633 -0.2777 -0.07
H 3.08589 -2.80325 -1.79029 -0.3738 -0.0611 0.0712 0.10
H -2.40477 -2.90647 -1.13173 -0.2445 0.3311 0.0221 0.10
H 1.13860 -4.74169 1.51838 0.0458 0.2917 -0.2065 0.11
H -3.06739 -3.97512 2.20121 -0.0295 0.5119 -0.1431 0.13
H -2.12501 3.20532 2.99655 0.3004 -0.1663 -0.0643 0.11
H -5.18578 0.15721 0.39511 0.1202 -0.4024 -0.0978 0.12
H 1.16123 -1.23986 -2.02619 0.0990 -0.1723 0.3254 0.10